Density functional theory data (ωB97M-V/def2-TZVPD) for a 5-piece molecular cluster, C30H75O20P5 overall in a non-equilibrium geometry.

```
130
C30H75O20P5 (ωB97M-V/def2-TZVPD)
C 3.91165 -6.63905 0.63539
C 4.91803 -5.96415 1.46465
O 5.54867 -4.87135 0.76032
P 6.07490 -3.57031 1.51738
O 7.33135 -3.71033 2.29139
O 4.68859 -3.15265 2.26431
C 4.57565 -2.66164 3.56355
C 4.15668 -1.16738 3.41986
O 6.12105 -2.49567 0.19735
C 4.93112 -2.09204 -0.48837
C 4.09818 -3.11940 -1.18499
H 3.51118 -7.46489 1.22337
H 3.03055 -6.12458 0.25186
H 4.41104 -7.05379 -0.24022
H 4.45806 -5.67417 2.40934
H 5.70380 -6.68706 1.68390
H 3.70971 -3.19851 3.95087
H 5.43848 -2.92850 4.17381
H 3.39322 -0.78201 2.74406
H 4.02738 -0.69046 4.39143
H 5.01647 -0.55783 3.14184
H 4.42831 -1.53016 0.29876
H 5.28948 -1.32051 -1.16985
H 3.40908 -3.74862 -0.62167
H 3.58572 -2.51521 -1.93360
H 4.78439 -3.69983 -1.80169
C 3.25476 1.60524 -3.27644
C 4.01281 2.85447 -2.78398
O 3.37690 3.72668 -1.84228
P 2.28007 4.83614 -2.25862
O 2.84313 5.94235 -3.03823
O 1.08313 3.99242 -2.99009
C -0.12007 4.69947 -3.32571
C -1.31375 3.81444 -3.62645
O 1.63812 5.40119 -0.88925
C 2.40138 6.22389 -0.10580
C 3.01055 5.49077 1.13458
H 3.30842 0.91034 -2.43838
H 2.21628 1.93231 -3.32804
H 3.64979 0.95810 -4.05955
H 4.97505 2.59110 -2.34482
H 4.32615 3.45981 -3.63457
H -0.49336 5.17870 -2.42067
H -0.01683 5.43284 -4.12548
H -1.27781 2.87389 -3.07675
H -2.30077 4.27578 -3.59394
H -1.19301 3.46729 -4.65261
H 3.11176 6.78817 -0.71001
H 1.61063 6.88294 0.25262
H 2.25608 5.01863 1.76384
H 3.70208 4.68599 0.88518
H 3.37901 6.37401 1.65634
C 0.45748 -6.33254 -2.43766
C 0.27069 -5.59712 -1.12095
O -0.84936 -6.09616 -0.48838
P -1.36017 -5.54962 0.93184
O -2.35340 -6.51576 1.61562
O -0.15352 -5.18257 1.92577
C -0.42899 -4.39780 3.07383
C -0.23731 -3.02547 2.70547
O -1.97988 -4.13866 0.53397
C -3.16109 -3.98840 -0.23141
C -2.82559 -3.81115 -1.72869
H 1.06443 -5.73785 -3.12034
H 1.04026 -7.22213 -2.19868
H -0.51776 -6.51787 -2.88786
H 1.13905 -5.60021 -0.46213
H -0.00639 -4.54969 -1.24017
H -1.39062 -4.63479 3.52901
H 0.35632 -4.65964 3.78292
H 0.84240 -2.87892 2.67643
H -0.72120 -2.83327 1.74786
H -0.69991 -2.38212 3.45394
H -3.94948 -4.72746 -0.08878
H -3.69018 -3.11058 0.13951
H -3.68756 -4.07095 -2.34318
H -2.58762 -2.77962 -1.98837
H -2.11830 -4.55049 -2.10449
C -8.68228 5.85904 3.02777
C -7.96870 4.51529 2.84845
O -6.72843 4.82695 2.16447
P -5.34077 4.18116 2.67557
O -5.04468 4.13475 4.13093
O -5.33156 2.67949 1.88210
C -4.33988 1.77986 2.44191
C -4.36820 0.37484 1.72402
O -4.24950 5.00937 1.90089
C -4.33850 5.46129 0.51663
C -4.62525 6.99081 0.46241
H -9.73406 5.75152 3.29291
H -8.19221 6.38036 3.85005
H -8.74109 6.38600 2.07542
H -7.78434 4.01514 3.79923
H -8.70802 3.93344 2.29804
H -3.36904 2.25126 2.28910
H -4.68028 1.84338 3.47544
H -4.31388 0.52274 0.64546
H -3.70288 -0.33473 2.21591
H -5.35104 -0.03227 1.96147
H -3.40562 5.25804 -0.00920
H -4.94645 4.97741 -0.24781
H -3.94528 7.32765 1.24489
H -4.44248 7.40624 -0.52862
H -5.66815 7.18466 0.71311
C -0.39028 -1.82534 -3.97175
C 0.87992 -1.95411 -3.20481
O 1.16232 -0.86531 -2.30568
P 0.89079 -1.04142 -0.76740
O 1.29855 -2.31762 -0.10751
O -0.69287 -0.62944 -0.77514
C -1.10922 0.59937 -1.38320
C -2.47022 0.35706 -1.94758
O 1.49794 0.40186 -0.31572
C 1.93237 0.59563 0.98820
C 1.80238 2.03798 1.24834
H -1.36664 -1.95453 -3.50472
H -0.37423 -0.78988 -4.31185
H -0.39671 -2.57408 -4.76388
H 0.94528 -2.98652 -2.86137
H 1.65190 -1.90122 -3.97248
H -1.07119 1.36942 -0.61269
H -0.46688 0.90128 -2.21045
H -3.09927 -0.30088 -1.34800
H -2.99098 1.29190 -2.15494
H -2.40658 -0.06028 -2.95250
H 1.36922 0.05640 1.74989
H 2.99774 0.36539 0.99797
H 1.24367 2.61570 0.51201
H 1.66849 2.32556 2.29116
H 2.77152 2.49333 1.04456
```

Its LUMO energy is 0.215 eV. Its energy above the lowest of the compared OMol25 structures with the same formula, charge and spin is 114.6 kcal/mol. Its SMILES is CCOP(=O)(OCC)OCC.CCOP(=O)(OCC)OCC.CCOP(=O)(OCC)OCC.CCOP(=O)(OCC)OCC.CCOP(=O)(OCC)OCC. The total energy is -119729.70700 eV.

These are the Mulliken partial charges, in e, on atoms 1 to 99:
1 C -0.71
2 C -0.03
3 O -0.16
4 P 0.49
5 O -0.77
6 O 0.22
7 C -0.42
8 C -1.00
9 O -0.50
10 C -0.04
11 C -0.44
12 H 0.45
13 H -0.31
14 H 0.33
15 H 0.21
16 H 0.25
17 H 0.22
18 H 0.45
19 H -0.03
20 H 0.53
21 H 0.42
22 H 0.07
23 H 0.32
24 H -0.13
25 H 0.10
26 H 0.52
27 C -0.15
28 C -0.70
29 O -0.19
30 P 0.84
31 O -0.82
32 O -0.13
33 C -0.10
34 C -1.18
35 O -0.17
36 C -0.54
37 C -0.94
38 H -0.16
39 H -0.05
40 H 0.50
41 H 0.43
42 H 0.35
43 H 0.22
44 H 0.31
45 H 0.06
46 H 0.43
47 H 0.39
48 H 0.43
49 H 0.32
50 H 0.21
51 H 0.23
52 H 0.45
53 C -1.54
54 C 2.21
55 O -0.47
56 P 0.64
57 O -0.84
58 O -0.11
59 C -0.64
60 C 0.02
61 O -0.08
62 C -0.51
63 C -0.22
64 H 0.35
65 H 0.41
66 H 0.37
67 H -0.81
68 H -0.56
69 H 0.31
70 H 0.33
71 H -0.17
72 H -0.04
73 H 0.40
74 H 0.32
75 H 0.34
76 H 0.51
77 H -0.35
78 H 0.08
79 C -1.21
80 C -0.25
81 O -0.19
82 P 0.88
83 O -0.73
84 O -0.36
85 C -0.40
86 C -1.07
87 O -0.29
88 C -0.22
89 C -1.08
90 H 0.42
91 H 0.30
92 H 0.29
93 H 0.36
94 H 0.27
95 H 0.27
96 H 0.40
97 H 0.18
98 H 0.41
99 H 0.43

---

Density functional theory data (ωB97M-V/def2-TZVPD) for a 3-piece molecular cluster, CH9NO3 overall in a non-equilibrium geometry.

```
14
CH9NO3 (ωB97M-V/def2-TZVPD)
N -2.16177 -1.68071 1.05912
C -2.19173 -0.33132 1.52162
O -1.97284 0.77859 0.65053
H -1.83601 -1.72660 0.13756
H -1.26290 -2.06271 1.57765
H -3.24150 -0.18066 1.84016
H -1.35313 -0.18101 2.24560
H -2.22887 1.64987 1.11424
O 0.53572 1.59666 -2.02063
H 0.60230 0.63250 -1.83459
H 1.07503 2.09076 -1.44151
O 4.59450 -0.12050 -1.24184
H 5.14091 -0.83130 -1.54650
H 4.30030 0.36642 -2.06141
```

Its LUMO energy is 0.609 eV. Its energy above the lowest of the compared OMol25 structures with the same formula, charge and spin is 36.9 kcal/mol. Its SMILES is NCO.O.O. The total energy is -8814.00759 eV.

The computed Mulliken charges, all in e, follow:
1 N -0.61
2 C -0.10
3 O -0.53
4 H 0.24
5 H 0.28
6 H 0.19
7 H 0.21
8 H 0.33
9 O -0.62
10 H 0.31
11 H 0.30
12 O -0.65
13 H 0.32
14 H 0.33

---

Density functional theory data (ωB97M-V/def2-TZVPD) for a 2-piece molecular cluster, C41H49N2OSi overall in a non-equilibrium geometry.

```
94
C41H49N2OSi (ωB97M-V/def2-TZVPD)
C 4.16118 1.74109 2.87805
Si 3.97996 0.11855 3.74154
C 5.40651 -1.03805 3.50256
C 3.57627 0.32015 5.53589
O 2.75670 -0.70101 2.96246
C 1.36566 -0.90267 3.11579
C 1.13280 -2.08065 4.09419
C 2.14502 -3.02567 4.29514
C 1.95210 -4.08725 5.18355
C 0.75678 -4.19211 5.89426
C -0.25202 -3.24684 5.70438
C -0.08392 -2.21634 4.77115
C 0.68990 0.42183 3.51133
C 0.28609 0.70374 4.82014
C -0.33730 1.92598 5.09619
C -0.45415 2.90155 4.10663
C 0.09161 2.66597 2.84381
C 0.67152 1.43269 2.55158
C 0.93910 -1.37293 1.66912
C 1.56808 -2.71369 1.25729
C 0.48337 -3.76596 1.47795
C -0.85353 -3.01438 1.58809
N -0.50265 -1.60160 1.58130
C -1.41675 -0.65562 1.33668
C -2.77857 -0.92856 1.49010
C -3.86795 -0.14383 1.13499
C -5.16959 -0.45247 1.68372
C -6.38888 -0.23310 0.98361
C -7.58160 -0.79714 1.43709
C -7.60428 -1.56994 2.61344
C -6.43126 -1.71640 3.37041
C -5.25283 -1.11307 2.94278
H 4.95228 2.31154 3.38370
H 4.45439 1.58097 1.83232
H 3.23602 2.33090 2.89511
H 6.32698 -0.61440 3.92198
H 5.19980 -1.98839 4.01190
H 5.55850 -1.23790 2.43447
H 4.50676 0.57035 6.06625
H 2.85216 1.13089 5.68494
H 3.16696 -0.60778 5.95799
H 3.09478 -2.93331 3.76088
H 2.75910 -4.81235 5.31036
H 0.61371 -5.01352 6.59615
H -1.17832 -3.29513 6.27770
H -0.88653 -1.48894 4.60441
H 0.44987 -0.02522 5.61798
H -0.72738 2.09387 6.09922
H -0.95726 3.84559 4.31903
H 0.07969 3.43304 2.07171
H 1.12654 1.27010 1.57131
H 1.25241 -0.59241 0.95968
H 1.79761 -2.62986 0.18704
H 2.50464 -2.92920 1.77768
H 0.45588 -4.51333 0.67714
H 0.67493 -4.29063 2.42062
H -1.51455 -3.26561 0.74499
H -1.36129 -3.28270 2.52973
H -1.08447 0.33950 1.02128
H -3.01800 -1.89298 1.94966
H -3.77148 0.61786 0.37641
H -6.36016 0.32933 0.04588
H -8.50411 -0.66444 0.86479
H -8.52805 -2.04743 2.94606
H -6.43534 -2.30478 4.29312
H -4.35291 -1.19076 3.55394
C -4.19294 1.47635 -5.39160
C -5.22278 1.68007 -4.45510
C -4.93500 1.80834 -3.09966
C -3.58771 1.80487 -2.65232
C -3.25411 2.21014 -1.30700
C -2.06557 2.89552 -1.08537
N -1.95379 4.03301 -0.38801
C -0.69642 4.74748 -0.36848
C -0.89176 5.87022 0.65581
C -2.37890 5.85687 1.06240
C -3.05490 4.72906 0.25962
C -2.56330 1.54875 -3.60196
C -2.86677 1.38393 -4.94881
H -4.42240 1.39221 -6.45580
H -6.25167 1.78154 -4.79729
H -5.72198 1.96672 -2.35480
H -4.02588 2.17264 -0.53874
H -1.13521 2.57708 -1.57833
H 0.12371 4.06881 -0.08830
H -0.45396 5.15244 -1.37194
H -0.25072 5.69904 1.52905
H -0.60108 6.82276 0.20355
H -2.47432 5.66150 2.13858
H -2.86082 6.81358 0.84091
H -3.78087 5.13765 -0.47636
H -3.62546 4.05441 0.92196
H -1.53107 1.49670 -3.26139
H -2.05965 1.22285 -5.66392
```

Its LUMO energy is -4.271 eV. Its energy above the lowest of the compared OMol25 structures with the same formula, charge and spin is 12.0 kcal/mol. The net charge is +1. The total energy is -56212.02666 eV.

The computed Mulliken charges, all in e, follow:
1 C -0.98
2 Si 0.23
3 C -1.10
4 C -0.92
5 O -0.23
6 C 1.62
7 C 0.32
8 C -0.29
9 C -1.04
10 C -0.74
11 C -1.17
12 C -0.20
13 C 0.56
14 C -0.27
15 C -1.30
16 C -0.53
17 C -0.42
18 C -0.88
19 C -1.28
20 C -1.01
21 C -0.84
22 C -0.92
23 N 0.46
24 C 0.36
25 C -1.62
26 C -0.26
27 C 0.30
28 C -0.22
29 C -0.65
30 C -0.33
31 C -0.71
32 C -0.22
33 H 0.42
34 H 0.29
35 H 0.21
36 H 0.42
37 H 0.29
38 H 0.32
39 H 0.54
40 H 0.26
41 H 0.24
42 H 0.23
43 H 0.47
44 H 0.44
45 H 0.46
46 H 0.78
47 H 0.79
48 H 0.46
49 H 0.50
50 H 0.07
51 H 0.37
52 H 1.00
53 H 0.58
54 H 0.24
55 H 0.48
56 H 0.17
57 H 0.68
58 H 0.35
59 H 0.57
60 H 0.75
61 H 0.50
62 H 0.43
63 H 0.39
64 H 0.39
65 H 0.38
66 H 0.54
67 C -0.45
68 C -0.67
69 C -0.43
70 C 0.74
71 C -0.78
72 C -0.20
73 N 0.32
74 C -0.71
75 C -0.58
76 C -0.55
77 C -0.54
78 C -0.23
79 C -0.74
80 H 0.37
81 H 0.37
82 H 0.30
83 H 0.67
84 H 0.31
85 H 0.30
86 H 0.40
87 H 0.20
88 H 0.38
89 H 0.21
90 H 0.36
91 H 0.29
92 H 0.28
93 H 0.28
94 H 0.37